Record 1
ORCA calculation (ωB97M-V/def2-TZVPD) on a structure of composition C35H39N2OPPd.

Results
Orbital gap (spin up / spin down): 7.7 / 5.9 eV
Highest occupied orbital energy (spin up / spin down): -7.2 / -7.2 eV
2S+1: 3
F_max: 0.76 eV Å⁻¹
ΔE to the lowest compared entry with this formula, charge and spin: 0.00 kJ/mol

Atoms and positions in Å:
Pd -0.56521 -0.38241 -0.71519
C -1.99798 -1.91422 5.84302
C -2.78067 -1.76336 4.70542
C -2.17873 -1.59468 3.46911
C -0.78782 -1.58808 3.36222
C -0.00573 -1.73472 4.50427
C -0.61498 -1.89758 5.74138
P -0.08490 -1.39665 1.69832
C 1.71882 -1.35547 1.92484
C 2.52094 -2.49165 1.92358
C 3.89898 -2.37204 2.04523
C 4.48266 -1.12077 2.17227
C 3.68707 0.01764 2.18353
C 2.31209 -0.09942 2.05795
C -0.43760 -2.88419 0.74274
C -0.44830 -4.22706 1.11388
C -0.68942 -5.17429 0.13260
C -0.92152 -4.76977 -1.18290
C -0.93333 -3.42481 -1.53189
C -0.70827 -2.44999 -0.55749
H -2.46787 -2.04231 6.80947
H -3.86006 -1.77310 4.78299
H -2.78583 -1.47287 2.57909
H 1.07422 -1.72204 4.42773
H -0.00470 -2.01417 6.62779
H 2.07088 -3.47148 1.82276
H 4.51929 -3.25951 2.03588
H 5.55775 -1.02983 2.25767
H 4.13986 0.99616 2.27924
H 1.69096 0.79011 2.04002
H -0.27124 -4.51883 2.14374
H -0.69906 -6.22760 0.38273
H -1.10622 -5.52220 -1.94082
H -1.13977 -3.14471 -2.55883
C 3.85290 2.82130 -1.37979
C 3.21631 1.47332 -1.34147
C 3.74074 0.21153 -1.54658
C 2.65512 -0.67952 -1.45811
N 1.55286 0.01007 -1.19842
N 1.90500 1.29970 -1.11691
C 2.63917 -2.15760 -1.65535
H 4.93588 2.72384 -1.36763
H 3.55045 3.42467 -0.52360
H 3.56686 3.35525 -2.28755
H 4.76838 -0.03550 -1.75470
H 1.11797 1.95303 -1.10649
H 3.64689 -2.52207 -1.84682
H 2.00593 -2.42097 -2.50352
H 2.23879 -2.66616 -0.78026
C -0.95876 2.75700 1.28277
C -2.40175 2.59948 0.79731
C -2.99930 1.24855 1.20211
C -2.61375 2.87003 -0.68054
C -3.68044 3.68730 -1.03550
C -3.99042 3.95577 -2.35989
C -3.20211 3.39120 -3.35005
C -2.11829 2.57804 -3.04913
C -1.28786 2.03421 -4.19991
C 0.09470 2.69590 -4.25457
C -1.17258 0.50653 -4.23583
C -1.80812 2.30614 -1.69371
O -0.72787 1.58297 -1.41501
H -0.92466 2.69444 2.37324
H -0.55723 3.72685 0.98339
H -0.31647 1.97868 0.86924
H -2.99070 3.35481 1.32704
H -2.52005 0.42404 0.66338
H -4.06351 1.21018 0.96442
H -2.86944 1.06648 2.27223
H -4.28577 4.12005 -0.24610
H -4.82894 4.58991 -2.61563
H -3.42748 3.58709 -4.39324
H -1.82018 2.32444 -5.11056
H 0.59622 2.59574 -3.29292
H 0.00513 3.75934 -4.48254
H 0.72209 2.23099 -5.01856
H -0.54184 0.13718 -3.42716
H -0.72989 0.18691 -5.18189
H -2.15831 0.04475 -4.14752

Record 2
ORCA calculation (ωB97M-V/def2-TZVPD) on a structure of composition C35H40BrMgN7O16PSe at a distorted geometry.

Results
Orbital gap: 3.5 eV
Highest occupied orbital energy: -3.4 eV
Total charge: -1
F_max: 1.22 eV Å⁻¹
ΔE to the lowest compared entry with this formula, charge and spin: 107.77 kJ/mol

Atoms and positions in Å:
Mg 0.97190 0.41869 -0.23153
C -6.49359 1.94170 -1.55423
C -6.13769 1.07757 -0.33727
C -7.10806 -0.10321 -0.29129
C -6.32103 1.90237 0.94504
C -4.68173 0.62646 -0.42736
C -3.67183 1.57882 -0.51755
C -2.36423 1.16589 -0.54416
Br -1.00587 2.51613 -0.57442
C -1.93360 -0.17601 -0.47457
O -0.66128 -0.47057 -0.49106
C -2.96069 -1.13682 -0.35064
C -4.28621 -0.70026 -0.34996
C -2.73593 -2.64358 -0.13745
C -1.27069 -3.08235 -0.04188
C -3.40240 -3.05086 1.18785
C -3.37384 -3.41699 -1.30189
H -7.53823 2.25997 -1.50209
H -6.34851 1.38158 -2.48003
H -5.87304 2.83702 -1.60386
H -8.13365 0.27113 -0.25557
H -6.94739 -0.71880 0.59527
H -7.01107 -0.73733 -1.17500
H -7.36259 2.21970 1.05081
H -5.69297 2.79387 0.93387
H -6.03972 1.31632 1.82098
H -3.89406 2.63733 -0.53775
H -5.05258 -1.45483 -0.24526
H -0.74369 -2.54886 0.74723
H -0.74798 -2.91878 -0.98384
H -1.25087 -4.15475 0.17656
H -2.98716 -2.46517 2.01038
H -3.22355 -4.11244 1.37986
H -4.48123 -2.89209 1.17087
H -2.93232 -3.11080 -2.25358
H -4.45006 -3.24830 -1.36220
H -3.20717 -4.49043 -1.17484
O 2.88294 4.34793 -0.53155
C 2.94053 3.15540 -0.71368
O 2.25971 2.25558 -0.04191
C 3.88071 2.56232 -1.72892
C 4.52963 3.41737 -2.61092
C 5.43407 2.88522 -3.51068
C 5.75164 1.54004 -3.54824
C 5.10779 0.73153 -2.63426
C 4.16424 1.20534 -1.74377
N 5.46798 -0.69696 -2.57559
O 6.07256 -1.16633 -3.51265
O 5.13354 -1.31549 -1.58041
N 6.11596 3.78770 -4.46060
O 5.86228 4.96990 -4.38735
O 6.88690 3.28384 -5.25112
H 4.32109 4.47680 -2.58742
H 6.47225 1.14642 -4.24762
H 3.65486 0.51271 -1.08964
N 4.08676 -0.96312 1.43884
C 4.05595 0.46722 1.86803
P 2.40830 0.60346 2.73102
O 2.61986 -0.24238 3.92623
O 1.38761 0.29736 1.66175
C 2.09949 2.36054 3.09365
N 1.11744 2.83805 2.10533
H 3.25594 -1.20279 0.85739
H 4.05723 -1.56098 2.26753
H 4.88488 -1.21095 0.85414
H 4.20646 1.09612 0.99555
H 4.85594 0.62042 2.59038
H 3.02172 2.94183 3.01155
H 1.73422 2.41220 4.12153
H 0.27403 2.24927 2.16077
H 1.74382 2.68989 0.90917
H 0.84140 3.79556 2.28989
O 0.81470 -5.64845 -4.82567
N 0.50717 -4.47317 -4.86848
O -0.09579 -3.94720 -5.78476
C 0.89635 -3.62766 -3.74561
C 1.65756 -4.15650 -2.72816
C 2.06614 -3.34960 -1.68548
C 1.73751 -1.95961 -1.59021
O 2.08860 -1.20560 -0.63241
C 0.91252 -1.50811 -2.68530
C 0.50199 -2.29953 -3.72442
N 0.47384 -0.11966 -2.75816
O 1.22924 0.73792 -2.24323
O -0.49653 0.16625 -3.39220
N 2.83277 -4.02558 -0.63948
O 2.83090 -5.23921 -0.63379
O 3.45976 -3.35277 0.16094
H 1.93273 -5.19988 -2.73883
H -0.12260 -1.89615 -4.50737
Se -1.91765 0.57574 2.90041
C -1.07405 1.08179 4.52343
C -0.96559 2.43050 4.90191
C -0.33085 2.81610 6.07478
C 0.22481 1.86514 6.92134
C 0.11831 0.52320 6.57085
C -0.51873 0.14077 5.40331
H -1.41884 3.18029 4.26112
H -0.27806 3.86931 6.33446
H 0.72638 2.16159 7.83424
H 0.54976 -0.23550 7.21396
H -0.57749 -0.90677 5.13697

Record 3
ORCA calculation (ωB97M-V/def2-TZVPD) on a structure of composition C35H40BrN3NiO2PSb.

Results
Orbital gap (spin up / spin down): 8.2 / 7.9 eV
Highest occupied orbital energy (spin up / spin down): -7.7 / -8.3 eV
2S+1: 3
F_max: 0.07 eV Å⁻¹
ΔE to the lowest compared entry with this formula, charge and spin: 0.00 kJ/mol

Atoms and positions in Å:
Ni -0.28477 0.13103 0.00428
C 3.69596 5.77476 0.40897
C 3.81370 5.20237 1.66824
C 3.01946 4.11819 2.01836
C 2.09967 3.60032 1.10966
C 1.99288 4.17660 -0.15474
C 2.78507 5.26197 -0.50404
Sb 0.84551 1.94969 1.58266
C 1.88650 1.20802 3.27973
C 1.31699 1.24042 4.54888
C 1.99166 0.69299 5.63300
C 3.23835 0.11266 5.45537
C 3.81469 0.07826 4.19224
C 3.13858 0.61978 3.10861
C -0.71932 2.92902 2.62240
C -1.88687 2.21019 2.87187
C -2.90720 2.77856 3.62172
C -2.77052 4.06958 4.11429
C -1.61447 4.79302 3.85699
C -0.58712 4.22295 3.11556
H 4.31585 6.62001 0.13832
H 4.52594 5.59988 2.38036
H 3.12073 3.67316 3.00191
H 1.28541 3.78055 -0.87681
H 2.69296 5.70513 -1.48760
H 0.33838 1.68245 4.69817
H 1.53427 0.71336 6.61438
H 3.75924 -0.32003 6.30027
H 4.78724 -0.37595 4.04901
H 3.59820 0.58234 2.12702
H -1.99618 1.20642 2.47483
H -3.80933 2.21320 3.81900
H -3.56751 4.51326 4.69747
H -1.50916 5.80164 4.23665
H 0.31526 4.79235 2.92391
C -3.01836 2.38428 -2.38098
C -1.91155 1.41368 -1.96520
C -2.03837 0.11140 -2.75555
C -1.92222 1.14854 -0.45259
H -2.99855 2.58691 -3.45542
H -2.92332 3.33414 -1.85220
H -3.99609 1.96220 -2.13320
H -0.95318 1.88129 -2.24129
H -3.00011 -0.36283 -2.54285
H -1.25870 -0.60740 -2.48409
H -1.97705 0.27990 -3.83312
H -2.79051 0.52807 -0.19361
H -2.03635 2.08890 0.09195
Br -2.28597 -0.77293 6.83426
C -0.91482 -1.57373 5.79395
C 0.03058 -2.37318 6.41637
C 1.04672 -2.92759 5.65065
C 1.11510 -2.67813 4.28837
C 0.15848 -1.87767 3.67993
C -0.86801 -1.32311 4.43639
C 0.27998 -1.55569 2.21177
O 1.21912 -2.02659 1.56445
O -0.61536 -0.75857 1.74715
H -0.02563 -2.55362 7.48127
H 1.79304 -3.55032 6.12746
H 1.91015 -3.08744 3.68000
H -1.60134 -0.68975 3.95963
C 3.98745 -2.88578 -1.34783
N 2.79020 -3.17482 -2.13523
C 2.90735 -2.50649 -3.42885
N 3.14176 -1.06558 -3.33688
C 4.33080 -0.84410 -2.51416
N 4.26099 -1.45725 -1.18883
C 3.24980 -0.81483 -0.35028
P 1.55068 -0.95885 -1.06791
C 1.57583 -2.77357 -1.42557
C 1.97571 -0.37491 -2.77806
H 4.84208 -3.33729 -1.85625
H 3.88387 -3.34042 -0.36160
H 1.99825 -2.68408 -4.00669
H 3.75050 -2.94979 -3.96305
H 4.49392 0.22979 -2.40273
H 5.18713 -1.27245 -3.03911
H 3.49872 0.24407 -0.23101
H 3.22695 -1.27838 0.63663
H 0.70095 -3.03603 -2.02558
H 1.50265 -3.29806 -0.47338
H 2.17300 0.70064 -2.74983
H 1.11617 -0.52476 -3.43658